{
  "formula": "C7H12",
  "method": "ωB97M-V/def2-TZVPD",
  "e_lumo_ev": 0.75,
  "e_homo_ev": -8.3,
  "orbital_gap_ev": 9.036,
  "total_energy_ha": -273.7327,
  "de_lowest_kcal_mol": 110.4,
  "elements": ["C", "C", "C", "C", "C", "C", "C", "H", "H", "H", "H", "H", "H", "H", "H", "H", "H", "H", "H"],
  "xyz": [[1.50033, 0.94861, -1.65513], [0.74142, -0.16669, -1.03300], [0.73625, -0.17076, 0.43822], [-0.57154, -0.82290, 0.91899], [-1.17661, -0.07858, 2.10611], [-1.42837, -0.76287, -0.32903], [-0.72236, -0.35569, -1.38593], [1.06471, 2.00358, -0.47313], [2.56298, 0.94283, -1.40400], [1.36497, 0.96824, -2.75603], [1.44882, -0.90958, -1.51261], [1.65765, -0.38654, 0.97982], [0.81770, 1.54029, 0.40327], [-0.43528, -1.88396, 1.21256], [-1.32730, 0.96839, 1.82692], [-0.49512, -0.11038, 2.96308], [-2.13737, -0.50926, 2.40967], [-2.48775, -1.02756, -0.32418], [-1.11312, -0.18717, -2.38559]]
}

---

{
  "formula": "C28H50BN3O8S2",
  "method": "ωB97M-V/def2-TZVPD",
  "e_lumo_ev": 0.24,
  "e_homo_ev": -7.9,
  "orbital_gap_ev": 8.178,
  "total_energy_ha": -2684.2482,
  "elements": ["C", "C", "O", "B", "O", "C", "O", "C", "C", "C", "C", "S", "C", "S", "N", "C", "C", "C", "C", "C", "C", "O", "C", "O", "C", "C", "O", "O", "C", "N", "C", "C", "O", "N", "C", "C", "C", "C", "C", "C", "C", "C", "H", "H", "H", "H", "H", "H", "H", "H", "H", "H", "H", "H", "H", "H", "H", "H", "H", "H", "H", "H", "H", "H", "H", "H", "H", "H", "H", "H", "H", "H", "H", "H", "H", "H", "H", "H", "H", "H", "H", "H", "H", "H", "H", "H", "H", "H", "H", "H", "H", "H"],
  "xyz": [[-0.82495, 0.41953, 6.09438], [-0.03950, -0.77833, 5.62256], [-0.85441, -1.64091, 4.81359], [-0.14450, -1.99333, 3.67507], [0.78624, -3.01630, 3.76025], [-0.40086, -1.14754, 2.34716], [0.67931, -0.24791, 2.12173], [0.17960, 1.07104, 1.95020], [1.12017, 1.94516, 1.17379], [0.84121, 1.73161, -0.31385], [-0.44104, 2.46382, -0.78098], [-0.21691, 3.46894, -2.26778], [0.31092, 2.26807, -3.45913], [-0.45593, 0.83356, -3.53680], [1.35131, 2.55651, -4.34388], [2.37770, 3.50799, -3.86825], [2.14850, 4.99338, -4.09700], [0.90868, 2.83383, -5.72457], [-0.41851, 3.57837, -5.87706], [-0.74828, -1.96517, 1.04409], [-2.03332, -1.28467, 0.54210], [-2.53599, -1.92159, -0.60205], [-3.87745, -1.65677, -0.81731], [-4.01878, -0.33386, -1.26577], [-5.19186, 0.35051, -0.85318], [-4.80618, 1.66194, -0.21664], [-4.50946, 2.58251, -1.25867], [0.12406, -1.70347, -0.05346], [1.37828, -2.35214, -0.11367], [2.16997, -2.32330, 1.11333], [2.22440, -1.77088, -1.26731], [3.52984, -1.09224, -0.89936], [4.54560, -1.57116, -1.31581], [3.57389, 0.11799, -0.11243], [4.40948, -0.07592, 1.07664], [4.23931, 1.14806, -0.97476], [-1.10946, -3.43929, 1.35145], [-2.42042, -3.75129, 1.74341], [-2.81477, -5.05080, 2.05737], [-1.91699, -6.10782, 1.99912], [-0.60537, -5.82419, 1.63773], [-0.21827, -4.52177, 1.33169], [-0.29631, 0.86245, 6.93512], [-1.80571, 0.12818, 6.44963], [-0.87932, 1.18753, 5.33421], [0.39225, -1.32045, 6.46085], [0.80724, -0.40318, 5.03613], [1.58260, -2.77178, 4.23954], [-1.25764, -0.51582, 2.56445], [-0.04818, 1.48899, 2.93674], [-0.75683, 1.07473, 1.39559], [0.84804, 2.96970, 1.42617], [2.15625, 1.78666, 1.44450], [1.64664, 2.06788, -0.93688], [0.66505, 0.67396, -0.46945], [-0.78538, 3.17676, -0.03690], [-1.22268, 1.73974, -0.97917], [2.56774, 3.30931, -2.82388], [3.28763, 3.23821, -4.39950], [2.97148, 5.52878, -3.63126], [1.23279, 5.36322, -3.65581], [2.17310, 5.25409, -5.14812], [1.67642, 3.39102, -6.24400], [0.83188, 1.88623, -6.24870], [-0.45670, 4.03153, -6.86097], [-1.24976, 2.89274, -5.77728], [-0.50731, 4.36535, -5.13610], [-2.77326, -1.17344, 1.33163], [-1.72511, -0.27615, 0.26398], [-4.43974, -1.82085, 0.11047], [-4.22207, -2.35794, -1.57279], [-5.77047, -0.22738, -0.13394], [-5.79180, 0.54697, -1.73604], [-5.59726, 2.02163, 0.43853], [-3.89434, 1.47052, 0.35077], [-4.25090, 3.41604, -0.85926], [1.20547, -3.38512, -0.41995], [2.92382, -2.99017, 0.98076], [1.65502, -2.66002, 1.92018], [2.48781, -2.55396, -1.96351], [1.60740, -1.04502, -1.79599], [3.90805, -0.69857, 1.80197], [5.40045, -0.45257, 0.82339], [4.54501, 0.90060, 1.53268], [4.23179, 0.85829, -2.01481], [3.71786, 2.09026, -0.83462], [5.25827, 1.32287, -0.64649], [-3.18925, -3.00490, 1.83516], [-3.83222, -5.23605, 2.35880], [-2.24636, -7.10306, 2.23916], [0.11280, -6.62506, 1.59278], [0.81048, -4.38491, 1.08623]]
}

---

{
  "formula": "C40H40NOSiV",
  "method": "ωB97M-V/def2-TZVPD",
  "e_lumo_ev": [2.55, 2.53],
  "e_homo_ev": [-1.8, -2.6],
  "orbital_gap_ev": [4.372, 5.174],
  "s2": 3.800,
  "total_charge": -1,
  "total_energy_ha": -2911.6419,
  "multiplicity": 4,
  "elements": ["C", "C", "C", "H", "C", "C", "H", "C", "C", "C", "H", "C", "C", "H", "H", "H", "H", "H", "H", "V", "C", "C", "C", "H", "H", "H", "H", "H", "H", "C", "C", "H", "H", "O", "N", "C", "H", "C", "C", "H", "C", "H", "C", "H", "C", "H", "C", "H", "H", "H", "C", "C", "C", "C", "C", "C", "Si", "C", "C", "C", "C", "C", "C", "C", "C", "C", "C", "C", "C", "H", "H", "H", "H", "H", "H", "H", "H", "H", "H", "H", "H", "H", "H", "H"],
  "xyz": [[2.26694, -0.56324, 0.56970], [2.38549, -1.24899, -0.66593], [2.10057, -0.32489, -1.70387], [2.65596, -2.28719, -0.82277], [1.75749, 0.92865, -1.10377], [1.91624, 0.79642, 0.29889], [1.53922, 1.83516, -1.65886], [-0.96749, -2.41094, 1.00066], [0.34255, -2.71771, 0.55936], [0.31324, -2.76778, -0.88237], [1.15409, -3.01144, 1.22097], [-1.01835, -2.41347, -1.31016], [-1.79341, -2.20001, -0.13444], [2.17828, -0.48258, -2.77582], [1.80870, 1.61006, 1.01324], [2.48473, -0.99214, 1.54089], [-2.86063, -1.97686, -0.10523], [1.11279, -3.09506, -1.54059], [-1.33761, -2.42152, 2.02475], [0.27491, -0.61333, -0.49937], [-1.43278, -2.06537, -2.73769], [-2.93263, -1.80940, -2.82887], [-0.93811, -3.16618, -3.71646], [-3.47780, -2.70869, -2.50705], [-3.21418, -1.53042, -3.85538], [-3.22085, -0.97529, -2.17386], [-1.43277, -4.12746, -3.49227], [0.15872, -3.32310, -3.64284], [-1.17043, -2.90576, -4.76207], [-0.59315, -0.80603, -3.07166], [-1.03975, 0.61297, -2.76419], [-0.38710, -0.78290, -4.14984], [0.41269, -0.99213, -2.61074], [-1.00829, 0.95250, -1.53048], [-1.34573, 1.45209, -3.83748], [-0.32373, 2.31794, -4.48192], [-2.27239, 1.86631, -3.82113], [0.88685, 1.48743, -4.83173], [2.12020, 2.06070, -4.55112], [2.12259, 3.05317, -4.09274], [3.29784, 1.39358, -4.87209], [4.24671, 1.87593, -4.64520], [3.24248, 0.14156, -5.48782], [4.16204, -0.37882, -5.75463], [2.00683, -0.44114, -5.79512], [1.94824, -1.43532, -6.25264], [0.82451, 0.28709, -5.57733], [-0.13123, -0.12598, -5.94427], [-0.08851, 3.22267, -3.86613], [-0.74566, 2.68943, -5.42466], [-0.65097, 5.13942, 3.16471], [-0.47882, 4.60634, 1.88097], [-0.48279, 3.22154, 1.67279], [-0.57211, 2.34348, 2.76756], [-0.79276, 2.88490, 4.05603], [-0.82099, 4.27244, 4.25091], [-0.43439, 0.50209, 2.55770], [1.08498, -0.10033, 3.47048], [1.30600, -1.46941, 3.72734], [2.50696, -1.90214, 4.31213], [3.47114, -0.96868, 4.70852], [3.23720, 0.39550, 4.49854], [2.04718, 0.82898, 3.90348], [-1.89140, -0.22870, 3.44818], [-1.80047, -0.80977, 4.72833], [-2.93849, -1.33760, 5.35153], [-4.19153, -1.24487, 4.73407], [-4.28890, -0.64488, 3.47215], [-3.15322, -0.13274, 2.83251], [-0.66899, 6.22197, 3.31839], [-0.34277, 5.27638, 1.03009], [-0.41447, 2.81726, 0.66273], [-0.93584, 2.21956, 4.91466], [-0.96993, 4.67344, 5.25623], [0.54896, -2.21128, 3.46500], [2.67519, -2.97478, 4.46221], [4.39034, -1.30602, 5.19248], [3.98466, 1.12868, 4.80866], [1.85759, 1.89491, 3.79009], [-0.83781, -0.86687, 5.23486], [-2.84580, -1.83128, 6.32135], [-5.08458, -1.63644, 5.23152], [-5.25931, -0.58151, 2.97536], [-3.24219, 0.33791, 1.85255]]
}

---

{
  "formula": "C6H19NOSi2",
  "method": "ωB97M-V/def2-TZVPD",
  "e_lumo_ev": 0.47,
  "e_homo_ev": -7.9,
  "orbital_gap_ev": 8.411,
  "total_energy_ha": -949.0170,
  "de_lowest_kcal_mol": 20.4,
  "elements": ["C", "C", "C", "C", "C", "C", "N", "O", "Si", "Si", "H", "H", "H", "H", "H", "H", "H", "H", "H", "H", "H", "H", "H", "H", "H", "H", "H", "H", "H"],
  "xyz": [[-1.79032, 2.77220, -2.05567], [0.85496, -1.23088, 1.83985], [-0.90421, -3.47609, 0.68403], [1.36036, -2.31009, -1.01123], [1.51003, 1.68614, -0.83754], [-0.33781, 2.36637, 1.82572], [-1.13660, -0.64506, -0.19778], [-1.24573, 2.84956, -0.76617], [-0.01018, -1.83482, 0.25035], [-0.16707, 1.93462, 0.00356], [-2.84428, 3.04773, -1.99251], [-1.70707, 1.76191, -2.45655], [-1.27363, 3.47005, -2.71889], [1.48002, -2.00517, 2.27316], [1.48165, -0.36401, 1.66162], [0.11535, -0.95314, 2.58074], [-0.89554, -4.17575, -0.14774], [-0.43999, -3.96834, 1.53568], [-1.94044, -3.28199, 0.94404], [2.08365, -3.00642, -0.59608], [0.92752, -2.78079, -1.88986], [1.90801, -1.43677, -1.35374], [2.11274, 2.59314, -0.79577], [2.06777, 0.89369, -0.35165], [1.39451, 1.40815, -1.88116], [-1.19749, 1.85840, 2.25004], [0.53959, 2.04232, 2.37458], [-0.46539, 3.43534, 1.97562], [-1.48040, -0.65027, -1.14664]]
}